Entry 1:
A structure of composition C39H53FeN7O2Si. Source: the Open Molecules 2025 dataset; level of theory: ωB97M-V/def2-TZVPD.

Geometry (Å):
Fe  -0.33  -0.05  -0.57
C  -0.11  1.39  0.85
Si  -1.28  2.78  0.62
C  -1.52  2.78  -1.26
N  -1.80  1.40  -1.77
C  -3.25  1.10  -1.51
C  -3.98  0.49  -2.70
C  -3.94  1.44  -3.90
C  -2.53  2.03  -4.08
C  -1.51  1.30  -3.22
C  -2.88  2.53  1.57
C  -2.88  1.81  2.76
C  -4.04  1.65  3.52
C  -5.23  2.22  3.09
C  -5.25  2.96  1.91
C  -4.09  3.12  1.17
C  -0.57  4.46  1.07
C  -1.21  5.34  1.94
C  -0.64  6.57  2.25
C  0.58  6.93  1.71
C  1.23  6.06  0.85
C  0.66  4.84  0.53
H  -0.16  0.90  1.82
H  0.92  1.73  0.72
H  -0.56  3.11  -1.67
H  -2.27  3.49  -1.63
H  -3.75  2.04  -1.26
H  -3.33  0.47  -0.62
H  -5.01  0.29  -2.39
H  -3.55  -0.47  -2.97
H  -4.67  2.24  -3.77
H  -4.25  0.89  -4.79
H  -2.53  3.09  -3.81
H  -2.22  1.98  -5.13
H  -0.51  1.70  -3.38
H  -1.47  0.24  -3.48
H  -1.96  1.36  3.11
H  -4.01  1.10  4.45
H  -6.13  2.11  3.68
H  -6.17  3.42  1.58
H  -4.13  3.72  0.27
H  -2.17  5.07  2.37
H  -1.16  7.24  2.93
H  1.02  7.89  1.96
H  2.19  6.34  0.42
H  1.20  4.17  -0.13
C  0.88  -4.24  0.46
C  1.95  -4.43  -0.41
C  2.38  -3.39  -1.19
C  1.76  -2.14  -1.10
N  0.72  -1.97  -0.26
C  0.29  -2.99  0.49
C  2.17  -0.94  -1.86
C  3.36  -0.93  -2.59
C  3.79  0.24  -3.19
C  3.04  1.40  -3.04
C  1.85  1.37  -2.32
C  1.37  0.20  -1.74
H  0.52  -5.03  1.10
H  2.44  -5.40  -0.46
H  3.21  -3.53  -1.88
H  -0.55  -2.77  1.13
H  3.98  -1.81  -2.67
H  4.72  0.26  -3.74
H  3.39  2.33  -3.48
H  1.30  2.30  -2.22
C  -4.83  -1.89  2.78
N  -3.42  -1.57  2.63
C  -2.53  -1.72  3.78
C  -2.93  -1.17  1.46
O  -1.74  -0.91  1.25
H  -5.16  -1.60  3.78
H  -5.01  -2.96  2.65
H  -5.41  -1.34  2.05
H  -3.07  -1.43  4.68
H  -1.66  -1.08  3.65
H  -2.20  -2.75  3.90
H  -3.69  -1.07  0.68
C  3.83  1.85  0.82
C  3.87  0.35  1.01
O  2.65  -0.08  1.59
C  2.75  -1.24  2.38
C  1.50  -1.34  3.23
H  4.79  2.21  0.45
H  3.62  2.35  1.77
H  3.07  2.13  0.10
H  4.70  0.07  1.67
H  4.02  -0.15  0.05
H  3.64  -1.18  3.02
H  2.87  -2.13  1.75
H  1.49  -0.55  3.98
H  1.45  -2.31  3.74
H  0.61  -1.22  2.61
N  -3.71  -5.23  -3.25
C  -2.83  -4.34  -2.77
N  -1.53  -4.66  -2.76
N  -3.32  -3.20  -2.31
C  -2.45  -2.31  -1.89
N  -1.70  -1.52  -1.53
H  -3.43  -6.12  -3.62
H  -4.68  -4.97  -3.27
H  -1.19  -5.49  -3.22
H  -0.85  -3.99  -2.45

Results
⟨S²⟩: 8.7585
Net charge: +1
Molar mass, g mol⁻¹: 735.83
Lowest unoccupied orbital energy (spin up / spin down), Eh: -0.0760 / -0.0969
Largest force on an atom, eV Å⁻¹: 0.42
2S+1: 6

***

Entry 2:
A structure of composition C39H53N5NiP2 in a non-equilibrium geometry. Source: the Open Molecules 2025 dataset; level of theory: ωB97M-V/def2-TZVPD.

Geometry (Å):
Ni  -0.53  -1.85  -1.97
C  -1.03  3.62  -1.31
C  -1.52  3.03  -2.43
C  -0.74  2.47  -3.59
C  0.53  1.68  -3.22
C  1.79  2.50  -3.39
C  1.96  3.80  -3.10
C  0.97  4.74  -2.48
C  0.33  4.23  -1.16
C  1.24  -2.33  -1.40
H  -1.70  3.76  -0.45
H  -2.59  2.86  -2.54
H  -0.48  3.22  -4.36
H  -1.45  1.79  -4.09
H  0.43  1.23  -2.22
H  0.61  0.83  -3.92
H  2.63  1.93  -3.81
H  2.92  4.27  -3.34
H  0.17  5.02  -3.18
H  1.51  5.68  -2.26
H  1.02  3.54  -0.65
H  0.25  5.10  -0.48
H  1.61  -1.89  -0.45
H  1.79  -1.88  -2.27
H  1.39  -3.43  -1.36
P  1.53  -1.45  -5.72
P  -2.46  -0.41  -5.78
N  2.79  -0.29  -6.31
N  1.89  -2.61  -7.16
N  -2.41  1.12  -6.73
N  -3.77  -0.99  -6.93
C  0.23  -0.56  -6.68
C  -1.10  -1.32  -6.67
C  3.94  0.02  -5.57
C  4.73  0.89  -6.32
C  4.06  1.12  -7.56
C  2.88  0.39  -7.53
C  2.45  -3.87  -6.95
C  2.75  -4.45  -8.19
C  2.39  -3.50  -9.20
C  1.87  -2.39  -8.54
C  -3.13  2.28  -6.41
C  -2.81  3.27  -7.33
C  -1.97  2.68  -8.33
C  -1.74  1.37  -7.94
C  -4.46  -0.36  -7.99
C  -5.25  -1.31  -8.64
C  -5.05  -2.56  -7.97
C  -4.14  -2.34  -6.94
H  0.52  -0.44  -7.72
H  0.16  0.46  -6.28
H  -1.38  -1.56  -7.71
H  -1.01  -2.28  -6.14
H  4.08  -0.45  -4.61
H  5.68  1.29  -6.00
H  4.41  1.72  -8.38
H  2.15  0.30  -8.31
H  2.60  -4.23  -5.95
H  3.20  -5.42  -8.34
H  2.52  -3.60  -10.26
H  1.53  -1.47  -8.98
H  -3.85  2.26  -5.61
H  -3.14  4.30  -7.27
H  -1.62  3.14  -9.24
H  -1.16  0.60  -8.42
H  -4.33  0.69  -8.19
H  -5.89  -1.12  -9.49
H  -5.52  -3.50  -8.20
H  -3.71  -3.01  -6.22
C  -1.87  -0.08  4.68
C  -1.15  -0.06  3.35
C  -0.32  1.02  3.07
C  0.41  1.07  1.88
C  1.37  2.21  1.66
C  0.25  0.06  0.93
C  -0.71  -0.99  1.08
C  -1.29  -1.07  2.40
N  -1.05  -1.79  0.03
C  -2.21  -2.73  0.08
C  -2.01  -3.92  1.02
C  -3.45  -1.95  0.49
C  -2.42  -3.20  -1.36
H  -1.19  -0.29  5.52
H  -2.34  0.89  4.88
H  -2.66  -0.84  4.70
H  -0.23  1.84  3.80
H  0.86  3.18  1.81
H  2.22  2.19  2.36
H  1.78  2.20  0.65
H  0.87  0.07  0.03
H  -1.90  -1.93  2.68
H  -1.97  -3.65  2.07
H  -2.86  -4.60  0.89
H  -1.11  -4.49  0.79
H  -3.51  -1.04  -0.10
H  -4.34  -2.56  0.30
H  -3.44  -1.66  1.54
H  -3.09  -2.51  -1.88
H  -1.51  -3.42  -1.96
H  -2.99  -4.14  -1.32

Results
⟨S²⟩: 2.0081
Net charge: 0
Molar mass, g mol⁻¹: 712.53
Lowest unoccupied orbital energy (spin up / spin down), Eh: -0.0257 / -0.0416
Largest force on an atom, eV Å⁻¹: 5.14
2S+1: 3